[1]
The following is a quantum chemistry calculation of the molecule FH2O3PS at a distorted geometry, from OMol25.

Summary:
SMILES = OP(O)(=S)OF
HOMO level = -10.22 eV
net charge = 0
ΔE to the lowest compared entry with this formula, charge and spin = 57.4 kcal per mole
multiplicity = 1

Geometry as XYZ:
```
8
Properties=species:S:1:pos:R:3:nbo_charge:R:1
O 0.16023 -0.05056 -1.41253 -0.97
O 1.12423 0.83364 0.66172 -0.95
O -0.22314 -1.41762 0.92398 -0.36
F -0.76312 -2.19417 -0.06503 -0.16
P -0.21891 0.40308 0.04762 1.89
S -1.73184 1.58583 0.16031 -0.47
H 0.82267 -0.61612 -1.59056 0.51
H 0.82989 1.45592 1.27450 0.51
```

---

[2]
The following is a quantum chemistry calculation of the molecule FH2PS at a distorted geometry, from OMol25.

Summary:
SMILES = FSP
HOMO level = -9.16 eV
net charge = 0
ΔE to the lowest compared entry with this formula, charge and spin = 48.3 kcal per mole
multiplicity = 1

Geometry as XYZ:
```
5
Properties=species:S:1:pos:R:3:nbo_charge:R:1
F -0.53840 0.20735 1.88231 -0.49
P -0.40024 0.15624 -0.93579 0.18
S 0.59711 0.96456 0.92214 0.32
H -0.49580 -0.97209 -0.15104 -0.01
H 0.83733 -0.35606 -1.71762 0.00
```

---

[3]
The following is a quantum chemistry calculation of a cluster of 2 separate species, FH2PS in total at a distorted geometry, from OMol25.

Summary:
HOMO level (alpha / beta) = -8.12 / -9.95 eV
net charge = 0
ΔE to the lowest compared entry with this formula, charge and spin = 0.0 kcal per mole
multiplicity = 3

Geometry as XYZ:
```
5
Properties=species:S:1:pos:R:3:nbo_charge:R:1
F -0.45607 1.02048 -2.49009 -0.59
P -1.31507 0.99342 -1.12972 0.67
S -0.11665 -1.87641 -0.10842 -0.05
H -0.26339 1.44217 -0.10638 -0.12
H -0.78893 -1.18006 0.76562 0.08
```

---

[4]
The following is a quantum chemistry calculation of a cluster of 2 separate species, FH3N2 in total at a distorted geometry, from OMol25.

Summary:
HOMO level (alpha / beta) = -7.91 / -10.22 eV
net charge = 0
ΔE to the lowest compared entry with this formula, charge and spin = 86.5 kcal per mole
multiplicity = 1

Geometry as XYZ:
```
6
Properties=species:S:1:pos:R:3:nbo_charge:R:1
N 0.42634 -0.92189 0.00589 -0.61
N 1.10829 -0.03262 -0.60423 0.11
F 2.15870 0.25786 0.17237 -0.25
H -0.13015 -1.41217 -0.60177 0.39
H 0.42735 -1.05760 1.00019 0.38
H 0.50659 2.40740 -0.41748 -0.02
```

---

[5]
The following is a quantum chemistry calculation of a cluster of 3 separate species, FH3N2O in total at a distorted geometry, from OMol25.

Summary:
HOMO level (alpha / beta) = -10.54 / -9.48 eV
net charge = 0
ΔE to the lowest compared entry with this formula, charge and spin = 120.4 kcal per mole
multiplicity = 1

Geometry as XYZ:
```
7
Properties=species:S:1:pos:R:3:nbo_charge:R:1
N 0.12567 -0.24408 0.65809 -0.56
N 0.70144 0.77614 0.09402 0.28
O 1.86706 0.97715 0.17408 -0.11
F 2.84502 -0.59769 -0.03867 -0.43
H 0.74141 -0.98712 0.98922 0.42
H -0.85449 -0.41279 0.50411 0.41
H -0.19978 1.38336 -1.52609 -0.01
```

---

[6]
The following is a quantum chemistry calculation of a cluster of 2 separate species, FH3NO2P in total at a distorted geometry, from OMol25.

Summary:
HOMO level (alpha / beta) = -10.46 / -10.47 eV
net charge = 0
ΔE to the lowest compared entry with this formula, charge and spin = 88.7 kcal per mole
multiplicity = 1

Geometry as XYZ:
```
8
Properties=species:S:1:pos:R:3:nbo_charge:R:1
N 1.40428 0.10343 1.16927 -1.19
O -0.20995 -1.72947 0.00397 -0.94
O -0.55614 0.72213 -1.76800 -0.97
F -1.28076 0.13566 1.22385 -0.54
P 0.06987 -0.25391 0.43970 2.26
H 1.51536 1.06839 1.46036 0.41
H -0.48932 -1.62680 -0.91236 0.54
H -0.45334 1.58057 -1.61678 0.43
```

---

[7]
The following is a quantum chemistry calculation of the ion FH3O3P with charge +1 at a distorted geometry, from OMol25.

Summary:
HOMO level = -17.04 eV
net charge = +1
ΔE to the lowest compared entry with this formula, charge and spin = 69.5 kcal per mole
multiplicity = 1

Geometry as XYZ:
```
8
Properties=species:S:1:pos:R:3:nbo_charge:R:1
O -0.20244 1.22438 0.79149 -0.98
O -0.30111 0.24183 -1.62795 -0.96
O -0.16538 -1.66295 0.65898 -0.90
F 1.76478 0.11033 -0.22823 -0.48
P 0.19295 0.14626 -0.18656 2.59
H 0.15312 2.03034 1.09118 0.59
H -1.00059 -0.25085 -2.11275 0.61
H -0.44133 -1.83935 1.61384 0.54
```

---

[8]
The following is a quantum chemistry calculation of the molecule FH3OP2 at a distorted geometry, from OMol25.

Summary:
SMILES = O[PH]#[PH]F
HOMO level = -9.00 eV
net charge = 0
ΔE to the lowest compared entry with this formula, charge and spin = 18.7 kcal per mole
multiplicity = 1

Geometry as XYZ:
```
7
Properties=species:S:1:pos:R:3:nbo_charge:R:1
O -1.62670 -0.56891 0.49736 -0.96
F 2.26987 0.54619 -0.28518 -0.59
P -0.59665 0.68265 -0.00822 0.51
P 1.18475 -0.58538 0.08598 0.68
H -2.20176 -0.58554 -0.25939 0.49
H -0.15447 1.47211 1.26983 -0.05
H 1.12497 -0.96113 -1.30038 -0.08
```

---

[9]
The following is a quantum chemistry calculation of a cluster of 2 separate species, FH3OP2 in total at a distorted geometry, from OMol25.

Summary:
HOMO level = -8.85 eV
net charge = 0
ΔE to the lowest compared entry with this formula, charge and spin = 67.6 kcal per mole
multiplicity = 1

Geometry as XYZ:
```
7
Properties=species:S:1:pos:R:3:nbo_charge:R:1
O -1.55592 0.18661 -0.68930 -1.00
F 2.45403 -0.50046 0.13034 -0.60
P -0.45201 -0.84356 -0.05428 0.57
P 1.23241 0.63948 0.04460 0.72
H -2.37084 0.35297 -0.04081 0.51
H 0.10047 -1.34516 -1.32811 -0.06
H 0.59186 1.51013 1.93755 -0.15
```

---

Which formula does entry 5 have? FH3N2O

---

Which of these has the lowest ΔE to the lowest compared entry with this formula, charge and spin? number 3

---

What is the formula in the ninth record? FH3OP2

---

Please write out number 1 again, unchanged.
The following is a quantum chemistry calculation of the molecule FH2O3PS at a distorted geometry, from OMol25.

Summary:
SMILES = OP(O)(=S)OF
HOMO level = -10.22 eV
net charge = 0
ΔE to the lowest compared entry with this formula, charge and spin = 57.4 kcal per mole
multiplicity = 1

Geometry as XYZ:
```
8
Properties=species:S:1:pos:R:3:nbo_charge:R:1
O 0.16023 -0.05056 -1.41253 -0.97
O 1.12423 0.83364 0.66172 -0.95
O -0.22314 -1.41762 0.92398 -0.36
F -0.76312 -2.19417 -0.06503 -0.16
P -0.21891 0.40308 0.04762 1.89
S -1.73184 1.58583 0.16031 -0.47
H 0.82267 -0.61612 -1.59056 0.51
H 0.82989 1.45592 1.27450 0.51
```